# 1
A 2-piece molecular cluster, C19H20FI2N3O5 overall at a distorted geometry, computed with wB97M-V/def2-TZVPD.

The SMILES is O=C(O)c1cc(I)c(-n2ccc(F)c2)c(I)c1O.CNC(=O)[C@@H]1CCCN1C(C)=O. The HOMO-LUMO gap comes out at 0.28450 hartree.

Each atom is followed by the atoms it is bonded to, with distances in Å.
Atoms and positions in Å:
1 O -0.05358 3.59619 -2.42042  C2 1.220
2 C 0.55864 3.77288 -1.38034  O1 1.220, O3 1.348, C4 1.481
3 O 0.63000 4.98242 -0.78869  C2 1.348, H19 0.968
4 C 1.23579 2.59840 -0.78403  C2 1.481, C5 1.407, C17 1.408
5 C 1.41403 1.44267 -1.56625  C4 1.407, C6 1.394, H20 1.089
6 C 2.04608 0.30325 -1.06990  C5 1.394, I7 2.253, C8 1.408
7 I 2.23339 -1.45398 -2.46768  C6 2.253
8 C 2.54707 0.29733 0.24570  C6 1.408, N9 1.402, C15 1.412
9 N 3.23071 -0.81813 0.75068  C8 1.402, C10 1.396, C14 1.396
10 C 2.67904 -2.06642 1.04216  N9 1.396, C11 1.371, H21 1.084
11 C 3.64980 -2.84737 1.61476  C10 1.371, C12 1.446, H22 1.086
12 C 4.86279 -2.06164 1.66404  C11 1.446, F13 1.351, C14 1.368
13 F 6.05811 -2.45831 2.15413  C12 1.351
14 C 4.57770 -0.84039 1.11845  N9 1.396, C12 1.368, H23 1.085
15 C 2.36047 1.43929 1.05409  C8 1.412, I16 2.268, C17 1.404
16 I 3.01420 1.47438 3.22502  C15 2.268
17 C 1.71284 2.57457 0.54027  C4 1.408, C15 1.404, O18 1.368
18 O 1.53539 3.63226 1.38898  C17 1.368, H24 0.972
19 H 0.13009 5.57577 -1.36809  O3 0.968
20 H 1.06244 1.41717 -2.59625  C5 1.089
21 H 1.66245 -2.38099 0.83590  C10 1.084
22 H 3.54467 -3.87531 1.94951  C11 1.086
23 H 5.28675 -0.02599 1.01367  C14 1.085
24 H 1.99633 3.46567 2.22813  O18 0.972
25 C -3.45233 1.63286 2.14696  N26 1.461, H37 1.091, H38 1.092, H39 1.092
26 N -2.60080 1.13813 1.06740  C25 1.461, C27 1.339, H40 1.008
27 C -2.75728 -0.05652 0.48268  N26 1.339, O28 1.228, C29 1.537
28 O -3.64062 -0.84174 0.81515  C27 1.228
29 C -1.76823 -0.39460 -0.64408  C27 1.537, C30 1.536, N33 1.467, H41 1.089
30 C -2.18118 0.26894 -1.96582  C29 1.536, C31 1.527, H42 1.091, H43 1.091
31 C -2.95108 -0.83346 -2.69042  C30 1.527, C32 1.526, H44 1.090, H45 1.091
32 C -2.16943 -2.08328 -2.29413  C31 1.526, N33 1.456, H46 1.091, H47 1.091
33 N -1.67834 -1.82738 -0.94784  C29 1.467, C32 1.456, C34 1.348
34 C -1.26742 -2.81438 -0.12647  N33 1.348, C35 1.521, O36 1.226
35 C -0.94270 -2.50774 1.32751  C34 1.521, H48 1.086, H49 1.089, H50 1.089
36 O -1.11990 -3.96866 -0.51106  C34 1.226
37 H -3.18541 2.65943 2.40141  C25 1.091
38 H -4.49811 1.59962 1.83371  C25 1.092
39 H -3.33673 0.99998 3.02898  C25 1.092
40 H -1.86734 1.74164 0.72940  N26 1.008
41 H -0.78564 -0.02235 -0.35773  C29 1.089
42 H -1.28902 0.51748 -2.54194  C30 1.091
43 H -2.79307 1.16010 -1.81966  C30 1.091
44 H -2.95751 -0.68503 -3.77061  C31 1.090
45 H -3.96814 -0.89396 -2.29963  C31 1.091
46 H -2.81991 -2.95917 -2.31630  C32 1.091
47 H -1.32356 -2.22808 -2.96757  C32 1.091
48 H -0.37634 -1.58524 1.41474  C35 1.086
49 H -0.36874 -3.33594 1.74042  C35 1.089
50 H -1.87639 -2.42434 1.88105  C35 1.089

=====

# 2
One molecule with the formula C2H5N3O3 at a distorted geometry, computed with wB97M-V/def2-TZVPD.

Its spin multiplicity is 3. The HOMO-LUMO gap (alpha / beta) comes out at 0.25144 / 0.18480 hartree.

Each atom is followed by the atoms it is bonded to, with distances in Å.
Atoms and positions in Å:
1 C -0.40333 1.39937 0.64273  N4 1.344, O7 1.216, H9 1.109
2 C -0.50581 -1.01787 -0.29672  N3 1.377, N4 1.682, H10 1.066, H11 1.158
3 N -0.84638 -0.76100 -1.60647  C2 1.377, H12 1.034, H13 1.005
4 N 0.26617 0.24213 0.50743  C1 1.344, C2 1.682, N5 1.324
5 N 1.49555 0.00424 0.93889  N4 1.324, O6 1.260, O8 1.195
6 O 2.11083 1.00701 1.39009  N5 1.260
7 O -1.57681 1.58454 0.38281  C1 1.216
8 O 1.93719 -1.10504 0.88567  N5 1.195
9 H 0.37711 2.13810 0.91608  C1 1.109
10 H 0.13475 -1.82644 -0.02712  C2 1.066
11 H -1.40862 -1.12498 0.42008  C2 1.158
12 H -1.49632 -0.03027 -1.94178  N3 1.034
13 H -0.08433 -0.50980 -2.21168  N3 1.005